{"formula": "CH4FNP2", "method": "the ωB97M-V functional and the def2-TZVPD basis", "elements": ["C", "N", "F", "P", "P", "H", "H", "H", "H"], "xyz": [[1.0769, 0.4630, 1.0644], [2.2411, 0.6698, 1.2244], [0.2062, -0.7657, 2.1952], [-0.8818, -0.9470, -0.5745], [-0.2016, 1.0249, -0.1189], [2.9723, 0.2219, 1.9058], [-1.6610, -1.0782, 0.7252], [-2.0540, -0.5472, -1.1529], [0.7800, 1.3484, -1.2891]], "atomic_forces_ev_per_a": [[-1.764, -1.720, 0.893], [3.813, 0.653, 1.425], [0.059, 0.281, -0.275], [-1.325, -1.049, 2.447], [2.968, 1.341, -1.437], [-2.492, 0.640, -1.678], [1.363, -0.180, -1.365], [-0.751, 0.247, -1.180], [-1.872, -0.213, 1.169]], "lowdin_charge": [-0.623, 0.067, -0.495, 0.580, 0.583, 0.140, -0.045, -0.185, -0.022], "de_lowest_kj_mol": 484.67, "total_charge": 0, "lumo_ev": [0.31, -3.89], "homo_lumo_gap_ev": [5.49, 5.86], "total_energy_ha": -877.56010, "spin_multiplicity": 3}